[1]
# C6H3ClN4

An isolated molecule of C6H3ClN4 (ωB97M-V/def2-TZVPD, the OMol25 dataset).

CARTESIAN COORDINATES (ANGSTROEM)
1 N 2.759 2.521 -0.204
2 C 1.761 2.013 0.120
3 C 0.688 1.127 0.289
4 C 0.786 -0.488 -0.356
5 C 1.998 -1.054 -0.317
6 N 3.025 -1.599 -0.285
7 N -0.355 -1.118 -0.311
8 Cl -0.663 -2.794 0.386
9 C -1.605 -0.402 -0.511
10 C -1.495 0.655 0.633
11 N -0.419 1.229 0.937
12 H -2.559 -0.841 -0.233
13 H -1.488 0.128 -1.426
14 H -2.432 0.625 1.278

For the HOMO-LUMO gap (alpha / beta), the calculation gives 6.78 / 6.79 eV. Its net charge is 0. The value obtained for the maximum force is 6.65 eV/A.

Just the Mulliken charges please, in e? Sure, here they are: N -0.444; C 0.169; C 0.353; C 0.344; C 0.182; N -0.410; N -0.053; Cl -0.045; C -0.561; C -0.014; N -0.430; H 0.312; H 0.298; H 0.301

***

[2]
# C6H3F2IS

A cluster of 2 separate species, C6H3F2IS in total (ωB97M-V/def2-TZVPD, the OMol25 dataset).

CARTESIAN COORDINATES (ANGSTROEM)
1 C 1.953 -0.580 0.352
2 C 0.748 -0.059 0.919
3 C 1.686 -1.435 -0.607
4 C -0.418 -0.573 0.420
5 C -1.582 -0.171 0.770
6 C -1.789 2.869 -0.921
7 F -0.714 2.268 -0.389
8 F -2.784 2.180 -0.541
9 S 0.036 -1.831 -0.840
10 I -3.245 -1.223 -0.049
11 H 2.909 -0.253 0.543
12 H 0.809 0.761 1.572
13 H 2.392 -1.954 -1.229

For the HOMO-LUMO gap, the calculation gives 6.60 eV. Its net charge is 0. The value obtained for the maximum force is 6.41 eV/A.

Just the Mulliken charges please, in e? Sure, here they are: C -0.578; C -0.371; C -0.223; C 0.386; C -0.448; C -0.071; F 0.043; F 0.032; S -0.071; I 0.007; H 0.436; H 0.471; H 0.388

***

[3]
# C6H3F2O4S

A cluster of 2 separate species, C6H3F2O4S in total (ωB97M-V/def2-TZVPD, the OMol25 dataset).

CARTESIAN COORDINATES (ANGSTROEM)
1 C -1.941 -1.006 -0.336
2 C -0.663 -0.755 0.024
3 C -2.717 0.053 0.181
4 C -0.655 0.493 0.725
5 C -4.166 0.464 0.198
6 C 4.038 0.095 0.262
7 O -4.472 1.479 0.814
8 O -4.796 -0.432 -0.417
9 O 3.670 1.135 -2.159
10 O -1.870 0.953 0.787
11 F 3.605 -1.132 0.586
12 F 4.249 0.639 1.428
13 S 2.909 1.075 -0.866
14 H -2.325 -1.822 -0.915
15 H 0.195 -1.438 -0.002
16 H 4.940 0.199 -0.309

For the HOMO-LUMO gap (alpha / beta), the calculation gives 6.23 / 5.01 eV. Its net charge is -1. The value obtained for the maximum force is 4.85 eV/A.

Just the Mulliken charges please, in e? Sure, here they are: C -0.601; C 0.045; C 0.120; C -0.197; C 0.424; C 0.315; O -0.695; O -0.712; O -0.465; O -0.190; F -0.212; F -0.225; S 0.403; H 0.470; H 0.359; H 0.159

***

[4]
# C6H3FN2S

A structure of composition C6H3FN2S (ωB97M-V/def2-TZVPD, the OMol25 dataset).

CARTESIAN COORDINATES (ANGSTROEM)
1 F 1.995 -2.211 -0.123
2 C 1.117 -1.186 -0.084
3 C 1.617 0.160 0.033
4 C 0.823 1.266 0.108
5 C -0.601 1.023 0.073
6 N -1.567 1.969 0.153
7 S -2.937 1.103 0.053
8 N -2.439 -0.436 -0.083
9 C -1.087 -0.326 -0.051
10 C -0.214 -1.470 -0.129
11 H 2.703 0.305 0.056
12 H 1.214 2.281 0.216
13 H -0.624 -2.478 -0.222

For the HOMO-LUMO gap, the calculation gives 8.64 eV. Its net charge is 0. The value obtained for the maximum force is 1.97 eV/A.

Just the Mulliken charges please, in e? Sure, here they are: F -0.302; C 0.288; C -0.414; C -0.582; C 0.673; N -0.627; S 0.217; N -0.614; C 0.768; C -0.605; H 0.364; H 0.410; H 0.423

***

[5]
# C6H3InNO4

A structure of composition C6H3InNO4 (ωB97M-V/def2-TZVPD, the OMol25 dataset).

CARTESIAN COORDINATES (ANGSTROEM)
1 In -0.032 -0.037 0.270
2 O -0.583 3.345 -0.006
3 C -0.424 2.182 -0.051
4 C 2.071 -0.796 -0.052
5 O 3.188 -1.155 -0.009
6 C -1.727 -1.448 0.049
7 O -2.594 -2.177 -0.024
8 C -0.002 0.000 -2.145
9 O -0.002 0.000 -3.301
10 C 1.391 1.167 4.431
11 C 1.021 0.855 3.106
12 N 0.641 0.537 2.103
13 H 0.559 1.727 4.830
14 H 2.295 1.747 4.322
15 H 1.542 0.211 4.913

For the HOMO-LUMO gap, the calculation gives 11.32 eV. Its net charge is +3. The value obtained for the maximum force is 8.55 eV/A.

Just the Mulliken charges please, in e? Sure, here they are: In 1.448; O 0.021; C 0.235; C 0.238; O 0.021; C 0.357; O 0.079; C 0.046; O 0.065; C -0.746; C 0.555; N -0.370; H 0.347; H 0.356; H 0.349

***

[6]
# C6H3LuNO4

A structure of composition C6H3LuNO4 (ωB97M-V/def2-TZVPD, the OMol25 dataset).

CARTESIAN COORDINATES (ANGSTROEM)
1 Lu -1.304 0.428 -1.225
2 O 0.533 -4.183 2.261
3 C 0.544 -3.234 1.637
4 C -2.569 1.101 0.524
5 O -3.154 1.301 1.507
6 C -2.074 -0.970 -3.006
7 O -2.451 -1.590 -3.906
8 C -1.988 -1.305 0.090
9 O -2.408 -2.097 0.828
10 C 2.881 1.965 0.377
11 C 1.700 1.299 -0.112
12 N 0.706 0.844 -0.516
13 H 3.793 1.411 0.113
14 H 2.835 2.057 1.475
15 H 2.957 2.973 -0.046

For the HOMO-LUMO gap, the calculation gives 6.44 eV. Its net charge is +3. The value obtained for the maximum force is 8.68 eV/A.

Just the Mulliken charges please, in e? Sure, here they are: Lu 1.593; O -0.083; C 0.090; C 0.404; O 0.043; C 0.141; O 0.056; C 0.384; O 0.017; C -0.775; C 0.486; N -0.399; H 0.350; H 0.345; H 0.348

***

[7]
# C6H3N

An isolated molecule of C6H3N (ωB97M-V/def2-TZVPD, the OMol25 dataset).

CARTESIAN COORDINATES (ANGSTROEM)
1 C 2.157 0.450 0.374
2 C 1.290 1.405 -0.141
3 C 0.201 0.520 -0.266
4 C -1.127 0.129 0.000
5 C -1.086 -1.253 0.047
6 N 0.202 -1.780 0.002
7 C 0.941 -0.758 -0.149
8 H 1.330 2.478 -0.114
9 H -2.007 0.742 0.023
10 H -1.901 -1.931 0.224

For the HOMO-LUMO gap (alpha / beta), the calculation gives 6.99 / 6.99 eV. Its net charge is 0. The value obtained for the maximum force is 3.61 eV/A.

Just the Mulliken charges please, in e? Sure, here they are: C -0.481; C -0.118; C 0.527; C -0.657; C -0.254; N -0.568; C 0.353; H 0.395; H 0.387; H 0.415

***

[8]
# C6H3N3O6

A structure of composition C6H3N3O6 (ωB97M-V/def2-TZVPD, the OMol25 dataset).

CARTESIAN COORDINATES (ANGSTROEM)
1 C 0.028 0.360 -0.564
2 C 1.246 0.436 0.264
3 C -1.288 0.181 0.300
4 C -0.002 1.940 -0.552
5 C 1.144 1.728 0.373
6 C -2.391 0.829 -0.123
7 N -0.925 2.618 -1.052
8 N 2.045 2.804 0.816
9 N -3.616 0.904 0.607
10 O -1.062 3.786 -1.249
11 O 3.245 2.784 0.508
12 O -4.130 -0.152 0.840
13 O -2.372 1.868 -0.933
14 O 1.467 3.779 1.248
15 O -4.049 1.970 0.871
16 H -0.121 -0.326 -1.439
17 H 1.786 -0.352 0.670
18 H -0.747 -0.465 0.974

For the HOMO-LUMO gap (alpha / beta), the calculation gives 8.39 / 8.39 eV. Its net charge is 0. The value obtained for the maximum force is 4.74 eV/A.

Just the Mulliken charges please, in e? Sure, here they are: C 0.120; C -0.894; C -0.709; C 0.172; C 0.069; C 0.358; N 0.762; N 0.849; N 0.923; O -0.555; O -0.515; O -0.566; O -0.430; O -0.478; O -0.525; H 0.443; H 0.559; H 0.415

***

[9]
# C6H3NO

An isolated molecule of C6H3NO (ωB97M-V/def2-TZVPD, the OMol25 dataset).

CARTESIAN COORDINATES (ANGSTROEM)
1 N -0.945 -0.072 2.895
2 C -0.425 -0.037 1.880
3 C 0.170 -0.034 0.632
4 C 1.541 0.771 0.671
5 C 2.323 0.304 -0.282
6 O 2.748 -0.052 -1.307
7 C -0.905 0.116 -0.486
8 C -0.370 -1.022 -0.384
9 H 1.855 1.224 1.625
10 H -1.462 0.845 -1.043
11 H -0.412 -2.061 -0.650

For the HOMO-LUMO gap, the calculation gives 9.74 eV. Its net charge is 0. The value obtained for the maximum force is 2.72 eV/A.

Just the Mulliken charges please, in e? Sure, here they are: N -0.428; C 0.251; C 0.553; C -0.948; C 0.744; O -0.378; C -0.400; C -0.455; H 0.348; H 0.365; H 0.348

***

[10]
# C6H4

An isolated molecule of C6H4 (ωB97M-V/def2-TZVPD, the OMol25 dataset).

CARTESIAN COORDINATES (ANGSTROEM)
1 C 0.675 -1.015 -1.254
2 C 1.082 1.090 0.324
3 C 1.213 0.094 -0.653
4 C -0.324 -0.823 -0.397
5 C -1.011 0.039 0.636
6 C -0.099 1.256 1.111
7 H 1.033 -1.461 -2.082
8 H 1.885 1.695 0.433
9 H -2.041 0.157 0.384
10 H -0.859 -0.614 1.489

For the HOMO-LUMO gap, the calculation gives 7.66 eV. Its net charge is 0. The value obtained for the maximum force is 3.44 eV/A.

Just the Mulliken charges please, in e? Sure, here they are: C -0.679; C -0.478; C 0.351; C 0.129; C -0.331; C -0.619; H 0.451; H 0.435; H 0.473; H 0.268